[1]
Below is a 12-piece molecular cluster, C75H167N7O12 overall in a non-equilibrium geometry, with properties calculated with wB97M-V/def2-TZVPD.

Results
Spin multiplicity: 1
Structure (SMILES): CC1(C)CCCC(C)(C)N1O.CC1(C)CCCC(C)(C)N1O.CC1(C)CCCC(C)(C)N1O.CC1(C)CCCC(C)(C)N1O.CC1(C)CCCC(C)(C)N1O.CC1(C)CCCC(C)(C)N1O.CC1(C)CCCC(C)(C)N1O.CC(C)O.CC(C)O.CC(C)O.CC(C)O.O
Calculated total energy in a.u.: -4243.45722
LUMO energy in eV: -0.1
Frontier orbital gap in eV: 7.863
Relative energy (zero: lowest compared OMol25 entry of this formula, charge and spin) in kcal/mol: 50.1
E_HOMO in eV: -7.99

XYZ file:
```
261
Properties=species:S:1:pos:R:3:forces:R:3
C -6.117 -4.276 3.893 0.21 0.33 -0.26
C -6.772 -4.461 2.531 -2.77 -0.06 -0.89
C -8.138 -3.667 2.408 1.12 0.04 0.90
C -7.895 -2.128 2.471 -0.27 -1.51 -1.06
C -7.062 -1.748 1.247 1.43 -0.21 0.79
C -5.708 -2.621 1.107 -0.69 1.85 -1.06
N -6.008 -4.025 1.361 -1.27 1.02 -0.02
O -4.861 -4.759 1.180 1.21 -1.11 -0.03
C -5.185 -2.446 -0.354 -0.56 -0.49 -0.41
C -4.554 -1.975 1.906 -1.03 -0.22 1.07
C -7.151 -5.984 2.361 0.82 1.09 0.81
H -6.131 -3.228 4.191 0.40 0.00 -0.13
H -5.099 -4.647 3.766 0.16 0.12 0.48
H -6.617 -4.786 4.716 -0.06 -0.38 -0.27
H -8.624 -3.952 1.475 0.19 0.21 -0.25
H -8.777 -4.102 3.177 -0.13 0.47 0.37
H -7.310 -1.793 3.327 -0.39 -0.28 0.33
H -8.834 -1.577 2.415 -0.04 0.02 0.29
H -6.780 -0.734 1.531 0.45 0.28 -0.75
H -7.629 -1.693 0.317 0.02 -0.37 0.02
H -5.897 -2.740 -1.125 -0.54 0.13 0.17
H -4.911 -1.406 -0.532 -0.09 0.01 0.06
H -4.326 -3.060 -0.625 0.30 0.04 0.63
H -4.469 -0.923 1.632 0.52 -0.22 -0.65
H -4.788 -1.855 2.964 0.06 -0.59 0.30
H -3.675 -2.603 1.766 0.23 0.49 0.11
H -6.185 -6.473 2.483 -0.27 -0.69 -0.28
H -7.705 -6.281 1.470 0.42 0.35 -0.31
H -7.792 -6.262 3.198 0.13 0.00 0.16
H -5.142 -5.348 0.477 0.45 -0.29 -0.13
C 4.321 -7.421 5.187 -1.31 0.25 0.94
C 2.875 -6.775 5.239 0.67 -0.02 -0.10
C 2.969 -5.493 4.393 -1.23 0.22 0.66
C 1.552 -4.915 4.174 1.28 0.56 -1.08
C 0.664 -5.880 3.435 -0.21 0.68 0.66
C 0.663 -7.272 4.042 -0.28 -0.49 -0.19
N 1.993 -7.691 4.483 0.73 2.86 -1.24
O 2.022 -9.001 4.874 -0.09 -1.15 0.64
C -0.348 -7.353 5.207 -0.50 0.43 -0.87
C 0.262 -8.151 2.853 -0.10 -1.49 0.34
C 2.369 -6.367 6.716 0.47 -0.92 -1.55
H 5.074 -6.699 5.503 -0.06 0.07 0.07
H 4.551 -7.743 4.171 -0.15 0.02 0.03
H 4.346 -8.274 5.865 0.20 -0.08 -0.11
H 3.537 -4.717 4.906 0.22 -0.16 0.30
H 3.480 -5.651 3.444 -0.16 -0.33 -0.10
H 1.731 -4.125 3.444 -0.30 0.70 0.39
H 1.147 -4.498 5.096 -0.09 -0.06 -0.16
H 0.919 -5.817 2.377 0.44 -0.67 -0.02
H -0.364 -5.518 3.422 -0.22 0.01 0.25
H -0.310 -6.470 5.844 0.38 -0.13 0.19
H -1.333 -7.272 4.747 -0.29 -0.38 0.14
H -0.261 -8.273 5.786 0.02 0.09 -0.08
H -0.734 -7.941 2.465 0.05 0.31 0.04
H 0.989 -8.138 2.040 0.07 0.57 0.00
H 0.247 -9.206 3.129 -0.28 -0.16 0.26
H 1.910 -7.236 7.187 0.42 -0.11 0.25
H 1.571 -5.625 6.680 0.29 0.10 -0.10
H 3.227 -5.976 7.263 -0.16 -0.11 0.23
H 2.266 -9.414 4.042 0.19 -0.60 0.19
C -2.625 -4.020 -9.799 -1.10 0.28 0.18
C -1.862 -2.678 -10.031 -1.35 -0.59 -0.19
C -2.679 -1.835 -11.116 0.58 -0.81 0.78
C -3.869 -1.042 -10.594 0.45 0.18 1.52
C -3.352 -0.251 -9.340 -0.64 0.57 -1.95
C -2.743 -1.094 -8.237 -1.98 0.43 0.08
N -1.721 -1.951 -8.767 -1.10 2.45 -2.33
O -1.075 -2.620 -7.795 1.19 -1.26 1.44
C -2.153 0.007 -7.318 0.86 -0.96 0.91
C -3.964 -1.853 -7.570 0.66 0.01 0.29
C -0.481 -2.908 -10.563 1.28 -1.54 -1.23
H -3.017 -4.546 -10.670 0.92 0.00 -0.61
H -3.598 -3.766 -9.380 0.08 0.18 0.58
H -2.172 -4.746 -9.124 0.32 0.24 -0.05
H -1.931 -1.189 -11.575 -0.25 0.32 -0.09
H -2.994 -2.563 -11.863 0.10 0.03 -0.14
H -4.706 -1.658 -10.265 0.17 -0.48 -0.02
H -4.331 -0.432 -11.370 0.41 0.39 0.02
H -4.114 0.394 -8.902 -0.41 -0.33 0.08
H -2.639 0.499 -9.680 0.46 -0.18 -0.21
H -1.340 0.536 -7.815 -0.35 0.26 -0.49
H -2.896 0.694 -6.913 -0.11 0.00 -0.40
H -1.625 -0.371 -6.443 -0.26 -0.51 0.25
H -4.595 -1.147 -7.030 0.20 0.02 0.32
H -4.656 -2.363 -8.241 0.31 0.25 -0.51
H -3.614 -2.657 -6.923 0.10 0.25 0.37
H 0.213 -3.416 -9.893 0.04 0.86 0.85
H -0.021 -2.096 -11.126 0.01 0.47 0.69
H -0.403 -3.711 -11.296 -1.00 -0.16 -0.61
H -0.278 -2.090 -7.724 0.43 -0.38 0.47
C -0.418 0.405 9.473 -0.92 -0.56 0.85
C -1.305 1.264 8.529 -1.01 0.05 0.70
C -2.586 0.483 8.010 0.37 0.03 0.94
C -3.768 0.344 8.995 1.03 0.61 -0.40
C -4.174 1.772 9.416 -0.39 -1.04 -0.32
C -3.048 2.622 10.040 0.23 0.78 -0.31
N -1.860 2.630 9.090 -0.96 -1.96 -0.61
O -0.843 3.511 9.542 -0.16 -0.58 0.18
C -3.548 4.135 10.167 0.43 -0.66 -0.62
C -2.820 2.052 11.442 0.02 0.12 0.21
C -0.446 1.606 7.329 0.20 0.87 -0.41
H -0.965 -0.298 10.102 -0.75 -0.03 -0.10
H 0.137 0.918 10.258 0.37 0.60 -0.62
H 0.213 -0.277 8.903 0.32 0.42 -0.18
H -2.955 1.018 7.135 0.02 0.08 -0.10
H -2.328 -0.527 7.691 0.51 0.06 -0.15
H -3.570 -0.332 9.827 0.49 0.27 0.29
H -4.552 -0.208 8.475 -0.38 0.46 -0.18
H -4.990 1.630 10.124 -0.05 0.56 0.24
H -4.601 2.220 8.519 0.11 0.42 0.01
H -3.609 4.625 9.195 0.04 -0.35 -0.40
H -4.558 4.227 10.567 0.08 -0.35 0.32
H -2.876 4.789 10.722 0.07 -0.40 0.40
H -1.975 2.476 11.984 0.10 0.08 -0.23
H -3.719 2.283 12.013 -0.02 0.03 0.18
H -2.738 0.965 11.444 0.20 0.01 -0.12
H -1.016 2.314 6.727 0.36 0.44 0.01
H -0.137 0.845 6.612 -0.52 -0.81 0.46
H 0.514 1.988 7.676 -0.14 0.61 -0.06
H -1.075 4.287 9.028 0.37 0.25 -0.02
C -0.595 10.567 -1.888 0.70 0.01 -0.48
C 0.671 9.659 -2.234 -1.99 0.54 0.89
C 0.036 8.368 -2.926 1.47 -0.20 -0.24
C 1.056 7.518 -3.731 0.03 0.76 0.05
C 1.873 8.403 -4.631 -0.99 0.09 -0.63
C 2.488 9.602 -3.967 2.99 1.96 -0.18
N 1.562 10.376 -3.157 -2.07 0.17 -0.23
O 2.076 11.605 -2.566 0.48 -1.79 -0.11
C 3.707 9.098 -3.147 0.76 0.30 0.41
C 2.959 10.587 -5.146 -0.92 -0.36 0.45
C 1.280 9.323 -0.862 1.39 -1.32 -0.59
H -0.460 11.130 -0.964 0.21 0.09 -0.08
H -1.506 9.983 -1.755 0.14 -0.28 0.01
H -0.793 11.269 -2.698 0.01 0.02 -0.11
H -0.329 7.680 -2.163 -0.40 0.48 0.30
H -0.786 8.670 -3.574 0.02 0.09 0.02
H 0.626 6.828 -4.457 -0.59 -0.40 0.64
H 1.711 6.969 -3.054 -0.04 -0.13 0.09
H 1.221 8.738 -5.438 -0.31 0.32 -0.02
H 2.590 7.782 -5.168 0.56 0.30 0.26
H 4.262 8.362 -3.729 0.04 -0.10 0.13
H 4.430 9.843 -2.813 -0.02 0.69 -0.77
H 3.513 8.716 -2.145 -0.77 -0.70 -0.34
H 3.398 10.075 -6.003 0.40 -0.25 0.32
H 2.051 11.026 -5.557 -0.31 -0.08 0.06
H 3.548 11.460 -4.865 0.32 -0.42 0.38
H 0.565 9.211 -0.048 -0.02 0.12 -0.19
H 2.145 9.917 -0.565 -0.53 0.86 0.00
H 1.810 8.380 -1.002 -0.29 -0.60 0.33
H 1.504 12.309 -2.882 -0.26 -0.18 -0.35
C -6.151 3.826 -1.161 -0.08 -0.66 -0.26
C -6.117 4.877 -0.041 0.67 -0.78 -0.04
C -7.528 4.788 0.629 0.16 1.01 0.44
C -7.621 5.453 2.018 1.23 -0.86 0.82
C -6.506 4.876 2.956 -1.38 -0.42 -1.58
C -5.100 4.921 2.321 0.37 1.48 0.53
N -5.054 4.433 0.901 -2.80 -0.22 1.60
O -3.779 4.310 0.334 -0.16 0.52 0.24
C -4.604 6.385 2.543 0.20 -0.20 -0.05
C -4.253 3.977 3.117 1.17 -0.97 -0.12
C -5.844 6.239 -0.628 -0.26 0.76 -0.47
H -5.218 3.534 -1.643 0.39 0.58 0.31
H -6.800 4.088 -1.996 -0.32 0.20 0.20
H -6.511 2.901 -0.710 -0.19 -0.10 -0.11
H -8.238 5.323 -0.002 0.10 0.00 -0.38
H -7.884 3.758 0.621 0.25 -0.09 0.41
H -8.544 5.236 2.556 -0.34 0.03 -0.46
H -7.533 6.539 1.971 0.02 0.05 -0.26
H -6.802 3.847 3.164 0.16 -0.38 -0.30
H -6.609 5.323 3.945 0.74 0.48 -0.09
H -4.379 6.567 3.594 0.18 -0.37 0.16
H -3.689 6.570 1.979 -0.08 0.16 -0.13
H -5.359 7.147 2.350 -0.01 -0.11 -0.57
H -4.704 2.988 3.045 -0.09 -0.11 0.34
H -3.263 3.853 2.680 0.13 0.22 -0.13
H -4.048 4.251 4.152 -0.51 0.13 0.04
H -6.669 6.464 -1.305 0.03 0.16 -0.21
H -4.922 6.267 -1.208 0.06 -0.20 0.03
H -5.793 7.071 0.076 -0.05 -0.21 0.28
H -3.659 3.362 0.430 0.42 -0.10 -0.24
C 4.150 -9.446 -4.241 -0.18 -0.18 -0.60
C 4.856 -8.507 -5.233 -0.94 -0.05 -0.25
C 3.902 -7.816 -6.227 0.17 -0.69 -0.90
C 3.009 -6.812 -5.642 -0.57 0.25 0.19
C 3.821 -5.761 -4.957 -0.39 0.62 0.87
C 4.861 -6.276 -3.917 -0.73 0.33 -1.28
N 5.599 -7.392 -4.579 -1.76 0.85 -1.41
O 6.612 -7.837 -3.772 1.09 -0.66 0.81
C 5.818 -5.096 -3.713 0.17 -0.52 0.38
C 4.106 -6.655 -2.611 0.14 -0.62 -0.47
C 5.787 -9.343 -6.114 0.85 0.89 0.45
H 4.846 -9.764 -3.465 -0.18 0.33 0.28
H 3.874 -10.368 -4.753 -0.03 -0.06 -0.20
H 3.209 -9.037 -3.874 0.28 0.07 0.43
H 4.468 -7.307 -7.007 0.52 -0.12 0.01
H 3.241 -8.485 -6.779 0.37 -0.80 0.12
H 2.305 -7.355 -5.011 -0.18 0.41 0.47
H 2.421 -6.362 -6.442 -0.17 0.11 0.03
H 3.108 -5.102 -4.460 0.11 0.20 0.51
H 4.292 -5.090 -5.674 0.33 -0.33 -0.30
H 6.499 -5.315 -2.891 -0.26 0.41 0.38
H 6.480 -4.867 -4.548 -0.32 -0.33 -0.42
H 5.172 -4.228 -3.577 0.35 0.18 0.54
H 3.125 -7.061 -2.858 0.05 -0.25 -0.13
H 4.675 -7.442 -2.116 -0.06 0.13 0.33
H 3.861 -5.852 -1.917 0.59 0.31 -0.14
H 6.258 -8.600 -6.757 0.49 -0.24 -0.15
H 5.317 -10.077 -6.768 -0.39 0.07 0.36
H 6.528 -9.830 -5.480 0.15 -0.13 -0.22
H 7.371 -7.602 -4.311 0.46 -0.16 0.34
O 7.539 1.010 0.362 0.12 0.14 0.28
H 7.864 0.613 -0.446 0.15 -0.07 -0.20
H 6.604 0.805 0.370 -0.33 -0.02 0.00
C 6.068 1.108 5.293 -0.41 -0.49 0.02
C 7.500 0.592 5.248 -0.09 -0.12 0.17
C 7.587 -0.929 5.123 0.52 -0.16 0.19
O 8.260 1.252 4.238 -0.02 -0.14 0.05
H 5.990 2.167 5.045 0.10 -0.09 0.01
H 5.571 0.924 6.245 0.33 0.17 0.35
H 5.446 0.512 4.626 0.01 0.21 -0.55
H 8.036 0.851 6.161 -0.17 0.16 0.15
H 8.630 -1.202 5.281 0.07 -0.13 -0.16
H 7.279 -1.342 4.162 -0.09 0.33 -0.24
H 7.022 -1.484 5.873 -0.19 0.32 0.19
H 8.043 0.868 3.385 -0.06 -0.02 -0.26
C 3.712 0.804 -5.802 -0.50 -0.67 -0.33
C 4.886 1.142 -6.718 -0.98 2.40 1.03
C 5.508 2.490 -6.266 -0.42 -0.58 -0.11
O 5.845 0.186 -6.582 1.47 -2.08 0.05
H 3.225 -0.139 -6.049 0.04 -0.10 -0.51
H 2.924 1.557 -5.817 0.19 0.19 0.02
H 4.018 0.616 -4.773 0.41 0.50 0.05
H 4.644 1.232 -7.777 -0.73 0.03 -0.06
H 5.742 2.433 -5.203 0.11 -0.09 0.01
H 4.823 3.328 -6.396 0.16 0.10 -0.28
H 6.438 2.592 -6.825 -0.03 0.50 0.02
H 6.407 0.246 -7.358 0.27 -0.22 0.13
C 6.227 5.473 0.808 -0.26 0.92 0.30
C 7.678 5.987 1.031 -1.53 -1.26 0.12
C 7.954 6.329 2.476 -0.11 1.44 -0.23
O 8.557 4.990 0.632 0.97 -1.29 -0.69
H 6.000 5.212 -0.226 0.21 0.19 -0.07
H 5.512 6.219 1.154 -0.06 0.37 -0.31
H 5.920 4.623 1.417 0.71 -0.37 0.19
H 7.906 6.799 0.341 -0.28 0.46 0.35
H 7.564 5.673 3.254 0.07 -0.42 -0.39
H 7.484 7.300 2.633 0.09 0.24 0.40
H 9.034 6.448 2.557 -0.06 -0.02 0.33
H 8.129 4.152 0.822 0.25 -0.33 0.00
C 0.790 -0.501 -0.938 -0.68 1.30 0.03
C 1.640 0.738 -0.513 -1.54 -1.21 0.88
C 1.379 1.192 0.928 0.70 -0.91 0.38
O 2.948 0.292 -0.493 1.93 -0.01 -0.61
H 1.062 -0.907 -1.912 0.27 0.38 -0.28
H -0.218 -0.099 -1.044 -0.37 -0.56 0.05
H 0.822 -1.368 -0.279 0.00 0.40 0.51
H 1.444 1.555 -1.207 0.23 0.08 -0.31
H 1.915 0.451 1.521 -0.54 -0.65 0.18
H 0.337 1.215 1.247 0.11 0.37 -0.15
H 1.993 2.030 1.260 -0.58 0.77 -0.62
H 2.981 -0.403 -1.156 0.51 0.02 -0.05
```
Forces are in eV/Å.

[2]
Below is a 3-piece molecular cluster, C12H31BO5 overall, with properties calculated with wB97M-V/def2-TZVPD.

Results
Spin multiplicity: 1
Structure (SMILES): BCOCCC.COCCOC.COCCOC
Calculated total energy in a.u.: -876.70228
LUMO energy in eV: 0.3
Frontier orbital gap in eV: 9.582
E_HOMO in eV: -9.24

XYZ file:
```
49
Properties=species:S:1:pos:R:3:forces:R:3
B 6.107 0.389 -3.424 0.17 0.02 -0.08
C 5.367 1.758 -3.651 -0.03 0.19 -0.03
O 4.698 1.982 -2.404 -0.03 -0.09 0.03
C 3.462 2.670 -2.526 0.15 0.05 -0.08
C 2.360 1.840 -3.184 -0.01 0.03 0.05
C 2.338 0.387 -2.703 -0.11 0.08 -0.05
H 6.927 0.332 -2.564 -0.09 -0.05 0.07
H 5.882 -0.572 -4.091 0.00 -0.01 0.01
H 6.073 2.584 -3.836 -0.05 -0.05 -0.08
H 4.652 1.750 -4.479 0.03 -0.05 0.04
H 3.623 3.607 -3.078 -0.07 -0.01 0.04
H 3.186 2.930 -1.503 -0.04 -0.07 -0.01
H 2.455 1.873 -4.273 -0.02 -0.02 0.03
H 1.410 2.331 -2.952 0.04 -0.01 -0.01
H 1.343 -0.045 -2.812 0.05 -0.04 0.01
H 2.627 0.319 -1.652 -0.04 -0.02 -0.01
H 3.028 -0.234 -3.279 0.05 0.04 0.08
C -3.583 -2.257 -1.183 0.00 0.01 0.00
O -2.725 -2.800 -0.198 0.03 0.04 0.04
C -1.563 -3.414 -0.724 -0.04 -0.04 -0.07
C -0.352 -2.506 -0.667 0.07 0.03 0.07
O -0.509 -1.346 -1.462 -0.09 -0.02 -0.06
C -0.899 -0.199 -0.728 0.01 0.01 0.00
H -4.298 -1.614 -0.670 -0.01 -0.01 0.00
H -3.031 -1.665 -1.916 -0.01 0.01 0.00
H -4.133 -3.048 -1.705 0.02 -0.01 -0.01
H -1.736 -3.731 -1.759 0.00 0.00 0.01
H -1.360 -4.308 -0.128 0.00 0.00 0.00
H 0.516 -3.055 -1.045 0.00 0.00 0.00
H -0.147 -2.228 0.373 0.00 -0.01 -0.01
H -0.050 0.224 -0.179 0.00 -0.02 0.02
H -1.698 -0.426 -0.021 -0.01 0.04 -0.01
H -1.257 0.539 -1.445 0.03 0.01 -0.01
C -2.295 -0.838 2.681 0.00 -0.02 0.01
O -2.146 0.572 2.669 0.07 0.02 0.03
C -3.240 1.268 3.235 -0.07 -0.03 -0.06
C -2.978 1.696 4.664 0.05 0.07 0.04
O -2.814 0.597 5.539 -0.03 -0.06 -0.03
C -1.464 0.280 5.815 0.01 0.00 0.00
H -1.321 -1.264 2.446 -0.01 -0.01 -0.02
H -2.617 -1.201 3.660 0.01 0.01 0.00
H -3.008 -1.170 1.920 -0.01 -0.01 0.02
H -4.146 0.652 3.196 0.01 0.00 0.00
H -3.414 2.163 2.630 -0.01 0.00 0.00
H -3.836 2.276 5.017 0.00 0.01 0.00
H -2.095 2.346 4.697 -0.01 -0.01 0.00
H -1.011 1.030 6.473 0.00 0.02 -0.02
H -0.871 0.208 4.900 0.01 -0.01 0.01
H -1.457 -0.682 6.324 0.00 0.01 0.02
```
Forces are in eV/Å.

[3]
Below is a 2-piece molecular cluster, CBrCl2NO2 overall in a non-equilibrium geometry, with properties calculated with wB97M-V/def2-TZVPD.

Results
Spin multiplicity: 3
Calculated total energy in a.u.: -3737.53630
LUMO energy (spin up / spin down) in eV: 0.0 / -1.9
Frontier orbital gap (spin up / spin down) in eV: 8.274 / 9.233
Relative energy (zero: lowest compared OMol25 entry of this formula, charge and spin) in kcal/mol: 5.5
E_HOMO (spin up / spin down) in eV: -8.24 / -11.15

XYZ file:
```
7
Properties=species:S:1:pos:R:3:forces:R:3
C 0.975 -0.453 -0.190 0.74 -1.52 1.23
N -1.275 0.619 0.149 0.37 -0.44 -0.34
O -1.119 1.270 1.120 -0.89 0.40 0.18
O -2.115 0.344 -0.636 -0.69 0.48 0.32
Cl 0.919 -0.768 -1.840 0.33 0.48 -0.28
Cl 0.584 -1.906 0.771 0.41 1.38 -0.45
Br 2.031 0.894 0.626 -0.25 -0.77 -0.66
```
Forces are in eV/Å.

Among the records above, which one has the lowest calculated total energy?
C75H167N7O12